A single C3H2N2OS2 molecule in a non-equilibrium geometry. Source: OMol25; level of theory: ωB97M-V with the def2-TZVPD basis set.

ORCA input file:
```
! RIJCOSX wB97M-V def2-TZVPD def2/J DEFGRID3
* xyz 0 1
S -3.1631 -0.7244 -0.5223
C -1.7173 -0.9473 0.2700
C -0.6073 -0.0277 -0.0334
N -0.3865 0.3511 -1.2734
S 1.0438 1.3711 -1.3292
C 1.9872 0.5450 -0.1237
N 1.4390 0.1531 0.9417
O 0.1345 0.4311 1.0716
H -1.7172 -1.5429 1.2340
H 2.9869 0.3908 -0.2354
*
```

Calculated values
E_HOMO = -9.25 eV
structure (SMILES) = S=CC1=NSC=NO1
strongest force on any atom = 3.28 eV Å⁻¹
DFT total energy = -29837.43435 eV
energy relative to the best compared isomer or geometry (same formula, charge and spin) = 324.3 kJ/mol

Atomic partial charges in e from the Löwdin method, atoms 1 to 4: atom 1 (S): 0.71, atom 2 (C): -0.53, atom 3 (C): -0.53, atom 4 (N): -0.18

=====

12 unconnected molecules or ions with the total composition C6H37NO12 in a non-equilibrium geometry. Source: OMol25; level of theory: ωB97M-V with the def2-TZVPD basis set.

ORCA input file:
```
! RIJCOSX wB97M-V def2-TZVPD def2/J DEFGRID3
* xyz 0 1
C -2.6548 1.1623 0.4579
N -1.9058 0.2022 -0.3405
C -2.2341 0.3456 -1.7433
C -1.2491 1.1456 -2.6186
C 0.0057 0.3800 -3.2788
C 0.7889 -0.4745 -2.3268
C 1.0379 -2.0389 -2.8704
O 1.5417 -2.7432 -1.8374
H -2.5958 2.1920 0.1763
H -3.7754 0.8358 0.2175
H -2.3837 1.0157 1.5016
H -0.8656 0.4594 -0.1609
H -3.1708 0.9829 -1.8700
H -2.2248 -0.6527 -2.2512
H -1.8344 1.6752 -3.5038
H -0.9780 2.1631 -2.2578
H 0.5526 1.4011 -3.4359
H -0.4553 -0.1476 -4.2117
H 1.9031 -0.2481 -2.2758
H 0.4172 -0.3325 -1.2743
H 1.7200 -1.9683 -3.6805
H 0.1217 -2.6242 -3.2081
H 0.8334 -3.0993 -1.3509
O -2.5842 -1.3090 2.5882
H -2.8282 -2.2373 2.6862
H -2.2682 -1.3607 1.6556
O -1.0333 4.4130 0.6362
H -0.8116 3.9356 1.4051
H -1.6947 4.0335 0.1469
O 2.5463 1.7462 0.3948
H 2.6432 1.7384 1.3850
H 3.2805 2.3366 0.1004
O 1.8319 0.1282 3.1571
H 1.7381 -0.5038 2.4469
H 1.3971 -0.2360 3.9424
O 3.2828 2.0641 -1.9138
H 2.2763 2.3451 -1.8149
H 2.9967 1.0401 -1.7507
O 0.2590 2.8892 -1.0919
H 0.8825 2.7121 -0.4433
H -0.2516 3.6073 -0.7612
O -0.0968 -3.9674 2.2454
H 0.6791 -3.5347 2.5995
H -0.0349 -3.6710 1.3187
O -1.1367 -3.1224 -1.0761
H -1.5413 -2.9664 -1.9487
H -1.7128 -2.6288 -0.5838
O 1.5822 -1.4645 1.1492
H 0.8213 -2.0031 1.0919
H 1.6836 -1.1569 0.2913
O -0.4191 1.9344 2.3094
H 0.0387 1.2026 2.2267
H -0.4344 1.9409 3.3106
O -0.0082 -1.5301 3.5150
H -0.1505 -1.2085 2.7149
H -0.9264 -1.8817 3.6208
*
```

Calculated values
E_HOMO = -9.57 eV
structure (SMILES) = CNCCCCCO.O.O.O.O.O.O.O.O.O.O.O
strongest force on any atom = 7.38 eV Å⁻¹
DFT total energy = -32877.90196 eV
energy relative to the best compared isomer or geometry (same formula, charge and spin) = 669.7 kJ/mol

Atomic partial charges in e from the Löwdin method, atoms 1 to 4: atom 1 (C): -0.15, atom 2 (N): -0.14, atom 3 (C): -0.26, atom 4 (C): -0.23

=====

A single C6H16N2O2S molecule in a non-equilibrium geometry. Source: OMol25; level of theory: ωB97M-V with the def2-TZVPD basis set.

ORCA input file:
```
! RIJCOSX wB97M-V def2-TZVPD def2/J DEFGRID3
* xyz 0 1
C 3.6596 -1.0070 -0.0633
C 2.2106 -0.6805 0.3443
C 1.1201 -0.6583 -0.9156
N -0.2286 -0.2477 -0.6151
C -1.4514 -0.7564 -1.1827
C -2.3358 -1.4259 -0.0731
C -1.6147 -2.1803 0.8721
S -0.3400 1.3079 0.0924
N -0.2829 0.8841 1.7070
O 0.7821 2.2038 -0.2228
O -1.5215 1.7526 -0.4609
H 3.5742 -1.7879 -0.8042
H 4.3276 -1.1423 0.8368
H 4.0002 -0.1937 -0.6384
H 2.2694 0.0353 1.0949
H 1.9277 -1.4184 1.0651
H 1.6273 -0.1691 -1.8400
H 1.0681 -1.8817 -1.0205
H -1.0582 -1.5861 -1.8502
H -1.9523 0.1545 -1.7210
H -2.7692 -0.6374 0.4672
H -3.1307 -1.8792 -0.4359
H -1.7157 -3.2397 0.1744
H -0.6398 -1.5896 0.9332
H -2.1052 -2.2469 1.9963
H 0.7887 0.7784 2.0293
H -0.8078 0.0224 2.1703
*
```

Calculated values
E_HOMO = -9.15 eV
structure (SMILES) = CCCN(CCC)S(N)(=O)=O
strongest force on any atom = 5.62 eV Å⁻¹
DFT total energy = -24386.84287 eV
energy relative to the best compared isomer or geometry (same formula, charge and spin) = 550.0 kJ/mol

Atomic partial charges in e from the Löwdin method, atoms 1 to 4: atom 1 (C): -0.10, atom 2 (C): -0.26, atom 3 (C): -0.18, atom 4 (N): -0.34

=====

A molecular structure, C37H43LuNO2P in a non-equilibrium geometry. Source: OMol25; level of theory: ωB97M-V with the def2-TZVPD basis set.

ORCA input file:
```
! RIJCOSX wB97M-V def2-TZVPD def2/J DEFGRID3
* xyz 0 1
O 0.0844 5.0741 -0.8594
C -0.6727 4.1389 -0.0187
C -0.5976 3.0369 -1.0989
H -1.6673 4.5643 0.1799
H -0.2200 3.9082 0.9475
C 0.1089 4.1501 -1.9733
H -1.5786 2.5809 -1.3760
H 0.1390 2.2709 -0.8163
C -0.4402 4.7583 -3.2540
H -1.2304 5.5217 -3.2208
H -0.7154 3.8673 -3.8410
H 0.4325 5.1772 -3.7913
C 1.4766 3.6476 -2.3992
H 1.4215 3.3777 -3.4594
H 1.6980 2.7278 -1.8758
H 2.3025 4.3552 -2.2888
Lu -0.8458 0.1604 -0.7736
C -0.0772 -1.9296 -2.0547
C -1.4694 -1.9933 -1.6938
C -2.1480 -0.9168 -2.3740
H -1.9415 -2.7662 -1.0874
C -1.1580 -0.1892 -3.1537
C 0.1184 -0.8185 -2.9331
H 1.0233 -0.6208 -3.4894
H 0.6797 -2.6845 -1.8394
H -3.2299 -0.7248 -2.3325
H -1.3518 0.5949 -3.8870
C 2.8727 -0.8861 -0.6465
C 3.3632 -0.3155 -1.8341
C 3.2172 1.1011 -1.7196
H 3.8086 -0.8917 -2.6444
C 2.9124 1.3908 -0.3503
C 2.5369 0.1654 0.2576
H 2.0741 0.0732 1.2230
H 2.7607 -1.9395 -0.4362
H 3.2806 1.8224 -2.5262
H 3.0476 2.3627 0.1996
O -2.9773 3.3677 -2.2594
C -3.5363 3.5370 -3.6094
C -4.3586 4.8415 -3.6792
H -4.2289 2.6965 -3.7314
H -2.7846 3.4775 -4.4101
C -4.6547 5.1637 -2.2101
H -5.3116 4.7648 -4.1985
H -3.7934 5.6348 -4.1708
C -3.6889 4.2955 -1.3877
H -5.6864 4.8786 -1.9699
H -4.5831 6.2262 -2.0199
H -4.2854 3.7546 -0.6462
H -2.9800 4.9167 -0.8301
N -0.0727 -1.2112 0.6756
P 0.4240 -2.2895 1.7564
C -0.6301 -3.7648 2.0011
C -1.4008 -3.9350 3.1625
C -2.0749 -5.1366 3.4044
C -2.0327 -6.1725 2.4639
C -1.3743 -5.9570 1.2461
C -0.7311 -4.7413 0.9970
C 2.1287 -3.0579 1.6947
C 3.2241 -2.4784 2.3744
C 4.5373 -2.8904 2.1401
C 4.8006 -3.9328 1.2433
C 3.7237 -4.5935 0.6429
C 2.4086 -4.1827 0.8920
C 0.5659 -1.6900 3.4766
C 0.2501 -0.3566 3.7399
C 0.4343 0.1758 5.0208
C 0.9189 -0.6263 6.0672
C 1.2014 -1.9745 5.8211
C 1.0113 -2.5081 4.5425
H -1.4363 -3.1529 3.9195
H -2.6054 -5.2749 4.3453
H -2.5066 -7.1342 2.6741
H -1.3304 -6.7389 0.4908
H -0.2623 -4.5891 0.0236
H 3.0586 -1.6973 3.1220
H 5.3603 -2.4166 2.6800
H 5.8304 -4.2552 1.0517
H 3.9071 -5.4608 0.0030
H 1.5993 -4.7792 0.4792
H -0.1449 0.2662 2.9325
H 0.1948 1.2220 5.1904
H 1.0733 -0.2002 7.0589
H 1.5769 -2.6049 6.6326
H 1.2270 -3.5672 4.3977
*
```

Calculated values
E_HOMO = -5.41 eV
strongest force on any atom = 4.63 eV Å⁻¹
DFT total energy = -87554.84204 eV
energy relative to the best compared isomer or geometry (same formula, charge and spin) = 98.4 kJ/mol

Atomic partial charges in e from the Löwdin method, atoms 1 to 4: atom 1 (O): -0.06, atom 2 (C): -0.12, atom 3 (C): -0.12, atom 4 (H): 0.09

=====

6 unconnected molecules or ions with the total composition H12O6 in a non-equilibrium geometry. Source: OMol25; level of theory: ωB97M-V with the def2-TZVPD basis set.

ORCA input file:
```
! RIJCOSX wB97M-V def2-TZVPD def2/J DEFGRID3
* xyz 0 1
O -0.4204 4.4024 0.8532
H -0.9422 4.9265 0.2128
H -0.4752 3.4437 0.6602
O 0.5749 -3.2156 0.6142
H 1.2147 -3.5467 1.2167
H 1.0586 -2.9207 -0.1812
O 1.0398 1.2109 0.7240
H 0.3254 1.3723 0.0695
H 1.3553 2.0658 1.0603
O -1.0313 0.6816 -1.0681
H -1.9795 0.8634 -1.1874
H -1.0942 -0.2555 -0.9227
O 1.6111 -1.2261 -0.9522
H 2.5287 -1.1178 -1.1895
H 1.5453 -0.6866 -0.1488
O -1.9678 -1.6500 -0.0142
H -1.1079 -1.7872 0.4090
H -2.2352 -2.5606 -0.1559
*
```

Calculated values
E_HOMO = -11.35 eV
structure (SMILES) = O.O.O.O.O.O
strongest force on any atom = 1.46 eV Å⁻¹
DFT total energy = -12480.13403 eV
energy relative to the best compared isomer or geometry (same formula, charge and spin) = 94.5 kJ/mol

Atomic partial charges in e from the Löwdin method, atoms 1 to 4: atom 1 (O): -0.08, atom 2 (H): 0.05, atom 3 (H): 0.02, atom 4 (O): -0.06

=====

18 unconnected molecules or ions with the total composition H37O18 in a non-equilibrium geometry. Source: OMol25; level of theory: ωB97M-V with the def2-TZVPD basis set.

ORCA input file:
```
! RIJCOSX wB97M-V def2-TZVPD def2/J DEFGRID3
* xyz 1 1
O 1.3547 -4.4466 1.5382
H 1.3819 3.5800 2.7358
H 1.9631 3.2393 -4.6470
O 2.1172 2.4774 -4.1098
H 1.8547 -4.0716 2.2124
O -3.2396 -1.1124 1.1908
H -3.0462 -0.4073 0.5781
H -4.2038 -0.9046 1.2683
O -1.1905 4.4140 -0.3555
H -1.8092 4.7856 -1.0059
H -0.4701 4.9944 -0.2304
O 0.8120 -2.6393 4.6772
H 1.4006 -3.0004 5.2127
H 0.1619 -1.9742 4.9545
O -0.3232 1.3726 1.1889
H -0.2929 2.2696 1.3444
H 0.3452 1.1974 0.4510
O -1.0358 -2.4616 0.5675
H -0.1911 -3.6835 3.0171
H -0.9714 -2.7842 1.5567
O 1.5910 1.3037 -0.6548
H 2.4666 0.9453 -0.6845
H 1.7906 2.1157 -1.1305
O 0.7775 -0.8420 -5.0748
H 0.2242 -1.6023 -5.2279
H 1.5981 -4.9322 0.7839
O -1.1454 -3.3582 2.9227
H -2.0111 -2.1650 0.4775
H -1.0502 -2.9228 3.7078
O -0.3726 2.2108 -2.7565
H 0.3414 1.6712 -2.5072
H 0.0308 2.8296 -3.5520
O -3.7097 -1.4166 -4.2404
H -4.1542 -2.0818 -3.9744
H -3.7784 -1.4663 -5.1591
O 0.4831 3.6980 2.5768
H 0.6500 -0.2917 -4.3718
H 0.0836 4.0111 3.4619
O 3.5902 -3.0125 -3.6107
H 3.1823 -2.3946 -4.1257
H 2.9507 -3.2298 -2.9477
O 3.8865 0.3224 1.2497
H 4.5418 0.6494 0.8268
H 3.3445 1.0438 1.4401
O -0.9228 0.0907 -0.8724
H -0.3588 -0.1389 -1.6332
H -1.2354 0.8611 -0.9049
O -0.8886 -0.4670 3.6490
H -1.2801 -1.1261 3.0744
H -0.7270 0.1306 2.7805
O -2.0605 2.6375 3.0620
H -2.6566 3.1276 3.1387
H -1.9947 2.4519 2.1948
H -0.6754 -1.4649 0.5948
H 2.8710 1.9678 -4.6579
*
```

Calculated values
E_HOMO = -13.36 eV
strongest force on any atom = 19.14 eV Å⁻¹
DFT total energy = -37443.42951 eV
energy relative to the best compared isomer or geometry (same formula, charge and spin) = 965.1 kJ/mol

Atomic partial charges in e from the Löwdin method, atoms 1 to 4: atom 1 (O): 0.01, atom 2 (H): 0.00, atom 3 (H): 0.02, atom 4 (O): -0.10

=====

| no. | Kohn-Sham gap (eV) |
| --- | --- |
| 1 | 7.60 |
| 2 | 9.45 |
| 3 | 9.64 |
| 4 | 4.52 |
| 5 | 11.92 |
| 6 | 10.71 |